Entry from OMol25: C40H38CaIN3P2S3 as an isolated structure (ωB97M-V with the def2-TZVPD basis set).

Structure (XYZ):
```
88
Properties=species:S:1:pos:R:3
Ca 0.1257 -1.2687 1.1370
C -0.0176 2.3814 4.8206
C 0.7864 1.1803 4.3948
C 0.3617 -0.0927 4.7608
C 1.0990 -1.2212 4.4200
C 0.6870 -2.5760 4.9327
C 2.2613 -1.0619 3.6675
C 2.7108 0.2020 3.2908
C 4.0071 0.3621 2.5456
C 1.9668 1.3138 3.6721
H -0.1039 2.4093 5.9074
H -1.0321 2.3281 4.4175
H 0.4490 3.3148 4.5005
H -0.5442 -0.2013 5.3475
H 0.9316 -2.6550 5.9938
H 1.2133 -3.3728 4.4081
H -0.3868 -2.7277 4.8261
H 2.8561 -1.9319 3.4075
H 4.8323 0.4641 3.2542
H 3.9945 1.2559 1.9211
H 4.2016 -0.5025 1.9122
H 2.3347 2.3033 3.4201
S 2.1963 -1.8005 -0.3086
P 0.9338 -0.8866 -1.6504
C -0.7435 -0.9434 -1.3843
P -1.9481 -0.1013 -0.5218
S -2.2769 -0.4822 1.4736
C -3.4953 -0.7871 -1.2505
C -3.4547 -1.9787 -1.9645
C -4.6200 -2.5303 -2.4779
C -5.8367 -1.8995 -2.2697
C -5.8880 -0.7190 -1.5418
C -4.7240 -0.1673 -1.0309
C -2.4083 1.6802 -0.7298
C -2.8199 2.4814 0.3278
C -3.2348 3.7839 0.0942
C -3.2239 4.3015 -1.1935
C -2.8125 3.5047 -2.2503
C -2.4118 2.1969 -2.0216
C 1.2121 -1.8486 -3.1815
C 2.5090 -2.2132 -3.5406
C 2.7411 -2.8799 -4.7319
C 1.6780 -3.1997 -5.5673
C 0.3847 -2.8603 -5.2022
C 0.1524 -2.1823 -4.0127
C 1.9393 0.6098 -2.0582
C 2.2480 1.4924 -0.8822
C 3.0181 2.8270 -1.1304
C 3.2971 3.1035 -2.5738
C 2.9497 2.2591 -3.5432
C 2.2271 1.0153 -3.2985
H -2.4973 -2.4603 -2.1178
H -4.5768 -3.4556 -3.0394
H -6.7472 -2.3283 -2.6696
H -6.8366 -0.2263 -1.3683
H -4.7652 0.7487 -0.4559
H -2.8156 2.0769 1.3303
H -3.5704 4.4009 0.9190
H -3.5335 5.3231 -1.3726
H -2.8035 3.9076 -3.2550
H -2.0978 1.5727 -2.8524
H 3.3299 -1.9738 -2.8768
H 3.7521 -3.1468 -5.0135
H 1.8625 -3.7111 -6.5037
H -0.4444 -3.1154 -5.8502
H -0.8496 -1.8966 -3.7166
H 2.6376 0.9056 -0.0475
H 3.9466 2.9362 -0.5625
H 3.8494 4.0073 -2.7989
H 3.2268 2.4747 -4.5679
H 1.9522 0.4153 -4.1563
I 1.1315 5.3725 -1.4779
C 1.8469 3.5640 -0.4440
C 1.9313 3.7951 1.0107
N 1.1559 2.9082 1.6015
N 0.5493 2.0039 0.8890
C 0.9899 2.2712 -0.4527
H 2.3541 4.6397 1.5270
H 0.9739 2.8904 2.5979
H 0.1861 2.1887 -1.1757
S 0.1956 -6.1180 2.3020
C -1.2769 -5.4167 2.8374
C -1.3150 -4.1029 2.5047
N -0.2015 -3.6505 1.8462
C 0.6681 -4.5971 1.6653
H -2.0152 -6.0067 3.3526
H -2.1265 -3.4173 2.7014
H 1.6107 -4.4590 1.1547
```

* LUMO energy: 0.262 eV
* energy relative to the best compared isomer or geometry (same formula, charge and spin): 412.7 kJ/mol
* spin multiplicity: 1
* HOMO level: -7.2 eV
* DFT total energy: -124189.911 eV
* Kohn-Sham gap: 7.4 eV
* molecular weight: 885.90 g mol⁻¹